The following is a quantum chemistry calculation of an isolated ion of composition C5H8BrN2 and charge +1 at a distorted geometry, from the Open Molecules 2025 dataset.

The SMILES is N[C@]1(Br)C=CC=C[NH2+]1. The lowest unoccupied orbital energy comes out at -4.512 eV. For the total energy, the calculation gives -2878.5212 a.u.

The geometry in ORCA input format:
```
! wB97M-V def2-TZVPD RIJCOSX def2/J DEFGRID3
* xyz 1 1
N 0.7507 -1.7938 0.9805
C 0.2076 -0.8460 0.1513
Br -0.9314 -1.9312 -1.4992
C 1.2019 0.0125 -0.6733
C 1.0342 1.3332 -0.7425
C -0.3753 1.7984 -0.5771
C -1.3053 1.0758 -0.0254
N -0.9359 -0.1312 0.7472
H 0.1612 -2.2522 1.5685
H 1.7378 -2.0229 0.9197
H 2.0271 -0.6173 -1.1255
H 1.7133 1.9153 -1.2379
H -0.7248 2.6038 -1.0950
H -2.2440 1.4504 0.0641
H -0.6385 0.2434 1.6619
H -1.6785 -0.8381 0.8828
*
```